1.
Density functional theory data (ωB97M-V/def2-TZVPD) for C20H26FN5O3 in the gas phase.

For the maximum force, the calculation gives 0.32 eV/A. The HOMO energy is -9.06 eV. The SMILES is C[C@@H]1CN(C(=O)c2n[nH]cc2-c2ccncc2)CC[C@@H]1N(C)C(=O)COCCF.

Positions of all 55 atoms, in Å:
C -0.0991 -1.1742 2.0314
C -0.8060 -1.6295 0.7627
C -0.6332 -3.1318 0.5631
N -1.4602 -3.5671 -0.5528
C -2.6548 -4.1523 -0.3076
O -3.0431 -4.4526 0.8104
C -3.5450 -4.3890 -1.4951
N -3.5650 -5.5501 -2.1199
N -4.4942 -5.4014 -3.0749
C -5.0578 -4.1786 -3.0802
C -4.4667 -3.4705 -2.0579
C -4.6841 -2.0738 -1.6652
C -4.9201 -1.0822 -2.6141
C -5.0534 0.2328 -2.1994
N -4.9616 0.6219 -0.9295
C -4.7508 -0.3322 -0.0249
C -4.6121 -1.6771 -0.3316
C -1.0392 -3.0147 -1.8279
C -1.0363 -1.4812 -1.7715
C -0.4433 -0.8195 -0.5080
N 0.9706 -0.3686 -0.6071
C 1.2384 0.9083 0.0628
C 2.0792 -1.1875 -0.6407
O 3.0362 -1.0044 0.0923
C 2.1763 -2.2502 -1.7303
O 2.1258 -3.5735 -1.2447
C 3.3082 -4.0147 -0.5935
C 3.0301 -5.3650 -0.0007
F 2.1673 -5.2377 1.0836
H 0.9837 -1.2896 1.9530
H -0.3200 -0.1321 2.2637
H -0.4376 -1.7797 2.8734
H -1.8833 -1.4709 0.8953
H 0.4049 -3.3985 0.3531
H -0.9503 -3.6695 1.4529
H -4.7099 -6.1815 -3.6695
H -5.8353 -3.9100 -3.7755
H -4.9680 -1.3256 -3.6680
H -5.2298 1.0170 -2.9278
H -4.6903 -0.0051 1.0077
H -4.4542 -2.4043 0.4546
H -0.0601 -3.4329 -2.0552
H -1.7181 -3.3436 -2.6120
H -0.5567 -1.0665 -2.6607
H -2.0818 -1.1646 -1.8091
H -0.9735 0.1294 -0.4202
H 2.1738 1.3128 -0.3177
H 0.4299 1.5965 -0.1781
H 1.3326 0.8265 1.1445
H 1.3820 -2.1423 -2.4620
H 3.1306 -2.0586 -2.2356
H 4.1269 -4.0984 -1.3209
H 3.6091 -3.3152 0.1885
H 2.5508 -6.0218 -0.7285
H 3.9555 -5.8190 0.3577

natural (NBO) population analysis, charges in e, atoms 1 to 6:
1 C -0.614
2 C -0.242
3 C -0.241
4 N -0.419
5 C 0.660
6 O -0.618



2.
Density functional theory data (ωB97M-V/def2-TZVPD) for C20H26FN7O8 in the gas phase at a distorted geometry.

For the maximum force, the calculation gives 1.35 eV/A. The HOMO energy is -8.44 eV. The SMILES is NC(=O)C[C@@H]1NC(=O)c2cc([N+](=O)[O-])cc(F)c2NCCCC[C@@H](C(N)=O)NC(=O)[C@H](CO)NC1=O.

Positions of all 62 atoms, in Å:
N 5.7725 -0.1647 -1.3321
C 4.7713 -0.1657 -0.4259
O 4.6092 -1.0638 0.3669
C 3.8695 1.0621 -0.5109
C 2.8497 1.0521 0.6325
N 2.0285 -0.1480 0.6223
C 1.4166 -0.6852 -0.4376
O 1.3464 -0.0992 -1.5304
C 0.7312 -1.9752 -0.1817
C 1.2256 -2.8396 0.7791
C 0.5158 -3.9767 1.1369
N 1.0160 -4.8491 2.1481
O 0.3277 -5.8024 2.4630
O 2.0920 -4.5848 2.6475
C -0.7127 -4.2566 0.5351
C -1.1802 -3.4221 -0.4406
F -2.3635 -3.7443 -1.0163
C -0.4834 -2.2674 -0.8753
N -0.8655 -1.4969 -1.9088
C -2.1986 -1.2024 -2.3764
C -2.8021 -0.0349 -1.5826
C -3.2138 -0.4648 -0.1748
C -3.5058 0.7184 0.7543
C -2.2724 1.1862 1.5513
C -1.6486 0.0282 2.3364
N -2.4021 -0.4615 3.3312
O -0.5523 -0.4161 2.0527
N -1.2243 1.7103 0.7077
C -1.2323 2.9399 0.1751
O -2.2179 3.6583 0.1608
C 0.0807 3.3845 -0.4858
C -0.2215 3.7675 -1.9493
O -1.0783 4.8616 -2.0431
N 1.1188 2.3892 -0.4111
C 1.9746 2.3235 0.6290
O 2.0514 3.1584 1.5018
H 5.8972 0.5769 -1.9970
H 6.4064 -0.9462 -1.3538
H 3.3610 1.0460 -1.4763
H 4.4715 1.9693 -0.4454
H 3.3946 1.0492 1.5808
H 1.9682 -0.6516 1.4927
H 2.1814 -2.6638 1.2515
H -1.2737 -5.1317 0.8239
H -0.1813 -0.7692 -2.1215
H -2.1122 -0.9244 -3.4300
H -2.8438 -2.0757 -2.3048
H -2.0650 0.7681 -1.5253
H -3.6732 0.3476 -2.1163
H -2.4218 -1.0723 0.2672
H -4.1016 -1.0954 -0.2510
H -3.8721 1.5690 0.1782
H -4.2832 0.4421 1.4683
H -2.5939 1.9737 2.2468
H -3.2875 -0.0589 3.5807
H -2.0434 -1.2220 3.8862
H -0.3663 1.1698 0.7479
H 0.4218 4.2770 0.0545
H 0.7082 4.0442 -2.4553
H -0.6467 2.8868 -2.4632
H -1.7915 4.7373 -1.3909
H 1.1249 1.6352 -1.0974

natural (NBO) population analysis, charges in e, atoms 1 to 6:
1 N -0.817
2 C 0.682
3 O -0.619
4 C -0.528
5 C -0.131
6 N -0.561



3.
Density functional theory data (ωB97M-V/def2-TZVPD) for a molecular structure, C20H26FeO7 at a distorted geometry.

For the maximum force, the calculation gives 3.55 eV/A. Its spin multiplicity is 5. The HOMO energy (alpha / beta) is 2.46 / -1.58 eV. Its net charge is -2.

Positions of all 54 atoms, in Å:
C 3.2654 1.9585 0.6163
C 3.0104 0.5164 0.9615
O 1.6124 0.2939 0.7138
C 1.1856 -0.8871 1.1916
C -0.3039 -1.0238 1.4903
C -0.9295 -2.1061 0.5453
C -1.5500 -3.0976 1.4852
C -0.0573 -2.8350 -0.5011
C -0.9514 0.3148 1.1874
O -0.5747 1.3647 1.6761
O -2.1883 0.1743 0.6270
C -2.9603 1.3939 0.4054
C -3.2935 2.1493 1.6569
O 1.9830 -1.7862 1.4479
H 4.3316 2.1718 0.7238
H 2.9738 2.1661 -0.4214
H 2.7374 2.6127 1.3235
H 3.5965 -0.1808 0.3584
H 3.2155 0.2977 2.0124
H -1.7143 -1.5958 -0.0192
H -2.1697 -2.5761 2.2215
H -2.1105 -3.9082 1.0003
H -0.7344 -3.5447 2.0581
H 0.2056 -2.2024 -1.3668
H 0.8275 -3.2932 -0.0337
H -0.6620 -3.6382 -0.9515
H -2.4513 2.0264 -0.3370
H -3.8770 1.0315 -0.0537
H -3.8173 3.0575 1.3770
H -3.9738 1.5832 2.2910
H -2.3836 2.4199 2.1785
O 1.5202 2.3830 5.2977
C 1.4217 1.6662 6.2191
Fe 1.4026 0.5764 7.6575
C 2.3521 1.5084 8.7993
O 2.6630 2.2551 9.6454
C 2.6690 -0.1144 6.5389
O 3.5166 -0.5105 5.8637
C -0.5285 -1.0552 3.3433
C -0.2039 -2.2440 4.3442
C 0.3615 -2.0823 5.8495
C 0.0362 -0.8970 6.7757
C -1.1215 -0.1279 6.5877
C -1.7204 0.1626 5.3716
C -1.4910 -0.1596 4.0153
H 0.4454 -0.5409 3.2303
H -1.0943 -2.9112 4.4250
H 0.5758 -2.8134 3.8059
H 0.0529 -3.0597 6.3246
H 1.4574 -2.1817 5.8013
H 0.1585 -1.1774 7.8150
H -1.3986 0.5677 7.4231
H -2.5770 0.8577 5.4504
H -2.1944 0.3756 3.3890

natural (NBO) population analysis, charges in e, atoms 1 to 6:
1 C -0.621
2 C -0.069
3 O -0.526
4 C 0.737
5 C -0.199
6 C -0.245



4.
Density functional theory data (ωB97M-V/def2-TZVPD) for a molecular structure, C20H26HgN2O12S at a distorted geometry.

For the maximum force, the calculation gives 3.98 eV/A. The HOMO energy is -7.98 eV.

Positions of all 62 atoms, in Å:
Hg 7.5380 3.3005 41.9639
C 4.0244 6.4778 40.5198
O 5.1706 5.9803 41.1689
H 3.4964 5.6684 40.0155
H 3.4153 7.0170 41.2453
H 4.2290 7.2316 39.7595
C 5.2067 0.3555 39.0492
O 6.4343 0.6961 39.6203
H 4.5191 -0.1330 39.7396
H 4.6071 1.2567 38.9210
H 5.1964 -0.0718 38.0465
C 10.5367 -1.6421 37.7755
C 9.8095 -2.9227 38.1116
O 9.7422 -3.6591 36.8960
S 10.4966 -2.9114 35.5987
O 9.5579 -2.0863 34.8519
O 11.3454 -3.9328 34.9519
O 11.3527 -1.9348 36.6398
H 11.0714 -1.3235 38.6703
H 9.9375 -0.7439 37.6262
H 8.7784 -2.6834 38.3720
H 10.2989 -3.4657 38.9201
C 9.6306 4.2931 34.9264
C 8.4927 4.3005 35.6773
C 7.6350 5.4641 35.7491
C 7.9233 6.5398 34.8778
C 9.0164 6.4382 33.9510
C 9.9048 5.3280 33.9857
N 7.1413 7.7619 34.8439
O 6.2639 7.8163 35.7264
O 7.4296 8.7517 34.1559
H 10.2333 3.3973 34.9014
H 8.3182 3.4635 36.3372
H 6.7266 5.5564 36.3259
H 9.2536 7.2058 33.2292
H 10.8243 5.1720 33.4410
C 2.9632 -5.3127 39.8099
C 2.0358 -5.1597 40.8079
C 0.9123 -5.9244 40.6345
C 0.6945 -6.7561 39.5557
C 1.6368 -6.7189 38.5198
C 2.8581 -6.1476 38.7247
N -0.3901 -7.8235 39.5385
O -0.8833 -8.2209 40.5444
O -0.6835 -8.3472 38.4933
H 3.8873 -4.7568 39.8683
H 1.9911 -4.3347 41.5034
H 0.1039 -5.8611 41.3479
H 1.4170 -7.3652 37.6829
H 3.6877 -6.1576 38.0332
O 4.7649 1.2146 44.6042
C 3.8938 0.5712 45.1746
O 3.6902 0.7514 46.4535
C 2.5637 -0.0758 46.9624
C 1.7646 -0.4702 45.7549
C 2.8787 -0.5042 44.7104
H 1.9038 0.4003 47.6876
H 3.0137 -0.8640 47.5662
H 0.9964 0.2891 45.6079
H 1.2592 -1.4109 45.9733
H 2.3862 -0.2122 43.7829
H 3.3338 -1.4930 44.7675

natural (NBO) population analysis, charges in e, atoms 1 to 6:
1 Hg 0.263
2 C -0.307
3 O -0.387
4 H 0.225
5 H 0.172
6 H 0.188



5.
Density functional theory data (ωB97M-V/def2-TZVPD) for a molecular structure, C20H26MoN8OS3.

For the maximum force, the calculation gives 0.16 eV/A. Its spin multiplicity is 3. The HOMO energy (alpha / beta) is -13.65 / -13.86 eV. Its net charge is +2.

Positions of all 59 atoms, in Å:
Mo -0.1457 -0.1573 -0.3984
C -3.2463 3.9031 -3.0718
S -3.4130 3.2064 -1.4185
C -2.3235 1.8817 -1.4893
S -2.3563 0.8024 -0.1199
N -1.5540 1.6770 -2.5152
N -0.7844 0.5477 -2.3333
C -0.3915 -0.0420 -3.4048
C 0.3612 -1.2643 -3.2221
C 0.8140 -2.0490 -4.2633
C 1.4852 -3.2266 -3.9655
C 1.6741 -3.5685 -2.6375
C 1.1974 -2.7279 -1.6462
N 0.5498 -1.5907 -1.9234
H -3.9237 4.7542 -3.0970
H -3.5434 3.1743 -3.8204
H -2.2275 4.2365 -3.2470
H -0.6662 0.3497 -4.3774
H 0.6346 -1.7431 -5.2848
H 1.8481 -3.8662 -4.7585
H 2.1813 -4.4805 -2.3578
H 1.3229 -2.9678 -0.6015
C -3.8349 -3.5132 2.3963
C -2.3980 -3.6967 2.8572
N -1.7217 -2.4247 3.1292
C -1.1808 -1.6163 2.2257
S -1.0861 -2.1662 0.5670
N -0.7029 -0.4617 2.6677
N -0.2279 0.3670 1.6970
C 0.1734 1.5389 2.0733
C 0.1036 1.9671 3.4966
C 0.6522 2.4199 0.9982
C 1.0685 3.7214 1.2167
C 1.5273 4.4804 0.1496
C 1.5729 3.9135 -1.1106
C 1.1286 2.6132 -1.2655
N 0.6639 1.8854 -0.2463
H -4.2930 -4.4860 2.2220
H -3.8815 -2.9440 1.4678
H -4.4218 -2.9928 3.1529
H -1.8100 -4.2470 2.1227
H -2.3602 -4.2668 3.7838
H -1.7890 -2.0390 4.0605
H 0.3933 1.1478 4.1506
H -0.9324 2.2122 3.7471
H 0.7280 2.8304 3.7017
H 1.0321 4.1481 2.2068
H 1.8495 5.5006 0.3084
H 1.9356 4.4613 -1.9681
H 1.1408 2.1400 -2.2363
C 4.1714 -0.6536 0.8118
C 2.7091 -0.7800 1.1119
N 2.3554 -1.0616 2.3544
O 1.8772 -0.6290 0.1833
H 4.5916 0.1919 1.3584
H 4.3153 -0.4987 -0.2524
H 4.7035 -1.5511 1.1285
H 3.0691 -1.2146 3.0490
H 1.3848 -1.1454 2.6368

natural (NBO) population analysis, charges in e, atoms 1 to 6:
1 Mo 0.997
2 C -0.743
3 S 0.415
4 C -0.078
5 S 0.073
6 N -0.396



6.
Density functional theory data (ωB97M-V/def2-TZVPD) for a molecular structure, C20H26N12SV at a distorted geometry.

For the maximum force, the calculation gives 1.66 eV/A. Its spin multiplicity is 2. The HOMO energy (alpha / beta) is -12.97 / -12.43 eV. Its net charge is +2.

Positions of all 60 atoms, in Å:
V 0.0738 -0.3840 -0.4359
C 1.1693 -5.0385 1.5018
N 0.5275 -3.9126 2.1262
C 0.4055 -3.6608 3.4685
C -0.2925 -2.5161 3.6227
N -0.6052 -2.0406 2.3564
C -0.0878 -2.9288 1.4417
S -0.2426 -2.8883 -0.2230
C -1.6278 -1.1447 2.0241
C -2.5593 -0.7332 2.9801
C -3.6775 -0.0381 2.5625
C -3.8723 0.1437 1.1967
C -2.8695 -0.2451 0.3305
N -1.7248 -0.8023 0.7358
H 1.6288 -5.6666 2.2604
H 1.9337 -4.6902 0.8033
H 0.4356 -5.6225 0.9421
H 0.7916 -4.3292 4.2098
H -0.5655 -1.9960 4.5165
H -2.4211 -0.9629 4.0233
H -4.3960 0.3227 3.2833
H -4.7839 0.5770 0.8226
H -2.9686 -0.1109 -0.7426
N 2.6099 -2.6924 -4.3531
N 2.4102 -2.2899 -3.0941
N 3.2702 -2.5275 -2.1415
C 2.7487 -1.8926 -1.1057
N 1.6056 -1.3003 -1.4413
N 1.4048 -1.5503 -2.7119
H 3.3624 -3.3685 -4.4344
H 1.7668 -2.9063 -4.8731
H 3.2102 -1.8600 -0.1384
C -2.8603 4.1491 -1.0130
C -1.9910 3.2358 -0.2420
C -1.5147 3.2841 1.0540
C -0.7070 2.1501 1.2140
N -0.7113 1.4392 0.0907
N -1.4950 2.1029 -0.7787
C 0.1291 1.7749 2.3839
H -3.0633 5.0520 -0.4478
H -3.8097 3.6736 -1.2539
H -2.3848 4.4259 -1.9519
H -1.7255 4.0300 1.7896
H -1.5490 1.8142 -1.7500
H -0.3678 2.0417 3.3132
H 1.0644 2.3330 2.3381
H 0.3665 0.7074 2.3803
N -0.0004 1.1479 -3.1208
C 1.0757 1.6503 -2.4295
C 1.8207 2.7351 -2.9142
C 2.8677 3.2165 -2.1624
C 3.1605 2.6132 -0.9390
C 2.3619 1.5745 -0.5156
N 1.3405 1.1038 -1.2377
H -0.0366 1.3951 -4.1017
H -0.2097 0.1691 -2.9159
H 1.5764 3.1757 -3.8677
H 3.4604 4.0419 -2.5229
H 3.9981 2.9407 -0.3469
H 2.5437 1.0782 0.4347

natural (NBO) population analysis, charges in e, atoms 1 to 6:
1 V 1.044
2 C -0.411
3 N -0.332
4 C -0.018
5 C -0.075
6 N -0.391



- Look up the maximum force of the third one.
  3.55 eV/A



Please write out number 2 again, unchanged.
Density functional theory data (ωB97M-V/def2-TZVPD) for C20H26FN7O8 in the gas phase at a distorted geometry.

For the maximum force, the calculation gives 1.35 eV/A. The HOMO energy is -8.44 eV. The SMILES is NC(=O)C[C@@H]1NC(=O)c2cc([N+](=O)[O-])cc(F)c2NCCCC[C@@H](C(N)=O)NC(=O)[C@H](CO)NC1=O.

Positions of all 62 atoms, in Å:
N 5.7725 -0.1647 -1.3321
C 4.7713 -0.1657 -0.4259
O 4.6092 -1.0638 0.3669
C 3.8695 1.0621 -0.5109
C 2.8497 1.0521 0.6325
N 2.0285 -0.1480 0.6223
C 1.4166 -0.6852 -0.4376
O 1.3464 -0.0992 -1.5304
C 0.7312 -1.9752 -0.1817
C 1.2256 -2.8396 0.7791
C 0.5158 -3.9767 1.1369
N 1.0160 -4.8491 2.1481
O 0.3277 -5.8024 2.4630
O 2.0920 -4.5848 2.6475
C -0.7127 -4.2566 0.5351
C -1.1802 -3.4221 -0.4406
F -2.3635 -3.7443 -1.0163
C -0.4834 -2.2674 -0.8753
N -0.8655 -1.4969 -1.9088
C -2.1986 -1.2024 -2.3764
C -2.8021 -0.0349 -1.5826
C -3.2138 -0.4648 -0.1748
C -3.5058 0.7184 0.7543
C -2.2724 1.1862 1.5513
C -1.6486 0.0282 2.3364
N -2.4021 -0.4615 3.3312
O -0.5523 -0.4161 2.0527
N -1.2243 1.7103 0.7077
C -1.2323 2.9399 0.1751
O -2.2179 3.6583 0.1608
C 0.0807 3.3845 -0.4858
C -0.2215 3.7675 -1.9493
O -1.0783 4.8616 -2.0431
N 1.1188 2.3892 -0.4111
C 1.9746 2.3235 0.6290
O 2.0514 3.1584 1.5018
H 5.8972 0.5769 -1.9970
H 6.4064 -0.9462 -1.3538
H 3.3610 1.0460 -1.4763
H 4.4715 1.9693 -0.4454
H 3.3946 1.0492 1.5808
H 1.9682 -0.6516 1.4927
H 2.1814 -2.6638 1.2515
H -1.2737 -5.1317 0.8239
H -0.1813 -0.7692 -2.1215
H -2.1122 -0.9244 -3.4300
H -2.8438 -2.0757 -2.3048
H -2.0650 0.7681 -1.5253
H -3.6732 0.3476 -2.1163
H -2.4218 -1.0723 0.2672
H -4.1016 -1.0954 -0.2510
H -3.8721 1.5690 0.1782
H -4.2832 0.4421 1.4683
H -2.5939 1.9737 2.2468
H -3.2875 -0.0589 3.5807
H -2.0434 -1.2220 3.8862
H -0.3663 1.1698 0.7479
H 0.4218 4.2770 0.0545
H 0.7082 4.0442 -2.4553
H -0.6467 2.8868 -2.4632
H -1.7915 4.7373 -1.3909
H 1.1249 1.6352 -1.0974

natural (NBO) population analysis, charges in e, atoms 1 to 6:
1 N -0.817
2 C 0.682
3 O -0.619
4 C -0.528
5 C -0.131
6 N -0.561



- maximum force of number 6 (C20H26N12SV)?
  1.66 eV/A